The following is a DFT calculation (ωB97M-V/def2-TZVPD) of a structure of composition C41H41LiN2O4S3 at a distorted geometry.

Computed properties:
spin multiplicity: 1
gap between HOMO and LUMO: 6.421 eV
max |F|: 0.02071 Eh/bohr
total energy: -87064.3742 eV
relative energy (zero: lowest compared OMol25 entry of this formula, charge and spin): 5.8 kcal per mole

Cartesian coordinates (Å):
S  2.776  0.296  0.910
S  -0.149  -1.916  0.510
S  -0.083  1.959  0.166
O  -1.325  -1.052  0.853
O  -0.757  -0.929  5.282
O  -0.390  1.740  1.626
O  0.385  -0.633  3.452
N  3.216  -0.686  3.371
N  2.861  1.565  3.219
C  -3.411  -1.649  -4.022
C  -1.923  -3.579  -0.818
C  0.786  0.146  -2.934
C  -2.385  -4.821  -1.211
C  -4.678  -1.062  -3.818
C  2.437  1.174  -4.960
C  -2.458  -0.181  -2.347
C  3.154  1.823  4.623
C  -2.329  -1.220  -3.305
C  2.825  0.056  -4.276
C  -2.801  1.888  -0.487
C  -2.266  -7.338  -1.233
C  2.967  0.378  2.593
C  2.013  -0.484  -3.251
C  -0.424  3.709  -0.087
C  -0.805  -3.503  0.000
C  2.418  -1.625  -2.513
C  -1.753  -5.993  -0.786
C  -0.404  5.649  -1.486
C  -1.263  5.788  0.746
C  4.546  -2.604  2.562
C  -0.986  6.407  -0.470
C  -1.268  7.873  -0.680
C  0.479  -1.390  -1.101
C  -0.113  4.308  -1.299
C  -0.658  -5.891  0.066
C  -0.181  -4.648  0.464
C  4.649  1.803  4.930
C  0.390  1.276  -3.691
C  -3.880  1.425  -1.171
C  -1.521  1.349  -0.736
C  1.685  -2.045  -1.452
C  -4.834  -0.066  -2.897
C  0.464  -0.923  4.665
C  -0.980  4.442  0.945
C  -3.734  0.400  -2.138
C  -1.916  -0.556  4.527
C  1.200  1.783  -4.669
C  -1.338  0.301  -1.603
C  3.161  -2.060  2.887
C  -0.002  -0.337  -1.840
Li  -0.358  0.032  2.091
H  2.023  -2.878  -0.843
H  -2.913  2.669  0.256
H  -3.296  -2.442  -4.751
H  -5.526  -1.404  -4.399
H  -3.251  -4.888  -1.863
H  3.076  1.591  -5.729
H  2.619  1.103  5.244
H  0.356  3.729  -2.090
H  -1.913  8.267  0.104
H  -0.336  8.442  -0.667
H  -0.176  6.120  -2.437
H  -1.749  0.366  3.969
H  -0.566  1.745  -3.483
H  -0.176  -6.792  0.428
H  2.537  -2.083  2.000
H  5.076  0.829  4.689
H  3.770  -0.427  -4.495
H  -2.717  -0.408  5.246
H  -2.426  -2.673  -1.135
H  -2.565  -7.308  -2.281
H  2.690  2.341  2.608
H  -1.711  6.365  1.548
H  5.168  2.557  4.335
H  3.338  -2.129  -2.782
H  -5.805  0.389  -2.740
H  5.193  -2.575  3.442
H  5.004  -2.007  1.771
H  -4.865  1.835  -0.983
H  -1.357  -1.672  -3.461
H  -3.142  -7.626  -0.647
H  -1.746  8.047  -1.645
H  4.476  -3.642  2.223
H  -1.508  -8.110  -1.109
H  2.953  -0.584  4.346
H  -1.181  3.959  1.894
H  4.830  2.013  5.986
H  0.893  2.660  -5.226
H  2.673  -2.651  3.661
H  -2.199  -1.338  3.819
H  2.740  2.803  4.856
H  0.670  -4.572  1.133

=====

The following is a DFT calculation (ωB97M-V/def2-TZVPD) of a cluster of 2 separate species, C3H8N2O in total at a distorted geometry.

Computed properties:
spin multiplicity: 1
gap between HOMO and LUMO: 7.822 eV
max |F|: 0.10863 Eh/bohr
total energy: -8263.3191 eV
SMILES: NC1CC1.N=O
relative energy (zero: lowest compared OMol25 entry of this formula, charge and spin): 138.5 kcal per mole

Cartesian coordinates (Å):
O  -1.561  -2.846  2.208
N  -2.088  -2.232  1.328
N  2.034  0.910  -0.691
C  -0.268  -0.257  -0.169
C  -0.478  1.229  -0.475
C  0.904  0.859  0.110
H  -1.213  1.745  0.110
H  2.948  1.006  -0.288
H  1.250  1.097  1.105
H  -0.236  -0.874  -0.933
H  1.937  0.981  -1.719
H  -1.882  -2.427  0.295
H  -0.522  1.557  -1.504
H  -0.824  -0.747  0.624

=====

The following is a DFT calculation (ωB97M-V/def2-TZVPD) of an isolated molecule of C6H10I2O at a distorted geometry.

Computed properties:
spin multiplicity: 1
gap between HOMO and LUMO: 9.170 eV
max |F|: 0.10191 Eh/bohr
total energy: -24629.8524 eV
relative energy (zero: lowest compared OMol25 entry of this formula, charge and spin): 43.7 kcal per mole

Cartesian coordinates (Å):
I  4.967  -1.424  0.043
I  3.910  1.810  0.114
O  1.434  0.385  -1.317
C  -3.181  -0.158  0.053
C  1.790  -0.405  -0.166
C  -0.707  -0.262  0.057
C  3.339  -0.162  0.521
C  -1.959  0.550  -0.428
C  0.627  0.469  -0.119
H  0.612  1.383  0.359
H  -3.432  -0.178  1.196
H  3.278  -0.172  1.547
H  -0.510  -1.215  -0.363
H  -4.066  0.477  -0.509
H  -3.264  -1.256  -0.211
H  -1.856  1.480  -0.054
H  -0.682  -0.404  1.197
H  -1.901  0.636  -1.571
H  1.602  -1.554  -0.348

=====

The following is a DFT calculation (ωB97M-V/def2-TZVPD) of a structure of composition C33H65N9O5SSc.

Computed properties:
spin multiplicity: 1
gap between HOMO and LUMO: 7.333 eV
max |F|: 0.00786 Eh/bohr
total energy: -90463.9955 eV
charge: +1
relative energy (zero: lowest compared OMol25 entry of this formula, charge and spin): 0.0 kcal per mole

Cartesian coordinates (Å):
Sc  0.460  0.761  0.734
S  -2.803  -0.246  -2.770
O  2.283  1.787  0.101
O  2.022  0.562  4.582
O  -0.371  2.080  -0.757
O  -0.340  2.826  1.301
O  1.717  0.437  2.376
N  3.425  -1.302  6.454
N  4.075  3.152  -0.076
N  1.320  -0.664  7.168
N  -3.049  1.442  0.358
N  -0.845  1.356  -3.534
N  -1.623  -0.120  -5.146
N  -0.909  0.396  2.584
N  0.366  -1.150  0.052
N  3.102  0.774  7.399
C  -0.418  -2.029  0.818
C  -2.649  -2.661  1.570
C  -3.269  2.889  0.434
C  -0.781  0.180  5.105
C  4.838  2.222  -0.892
C  -0.997  -3.144  -7.474
C  2.600  -0.390  6.969
C  -4.143  -2.507  1.474
C  4.707  4.411  0.270
C  -0.707  3.713  -4.273
C  1.488  -0.708  -2.032
C  2.755  -1.875  -0.231
C  -3.216  3.649  -3.716
C  -0.353  -0.567  -5.734
C  -2.080  -3.541  2.489
C  -0.814  -1.055  6.017
C  -1.812  -1.929  0.736
C  -0.699  -3.706  2.559
C  -0.837  2.854  0.142
C  0.120  -2.947  1.729
C  -0.097  -4.704  3.513
C  -0.143  -0.093  3.735
C  -1.688  0.369  -3.866
C  0.905  -3.041  -1.464
C  -1.017  -3.046  -5.954
C  0.555  -1.626  6.370
C  -2.071  3.651  -0.164
C  1.325  0.375  3.584
C  -2.141  3.930  -4.763
C  -0.032  -2.021  -5.393
C  1.374  -1.708  -0.879
C  2.860  2.847  0.357
C  -0.196  2.286  -4.444
H  -3.374  3.164  1.484
H  5.717  1.878  -0.345
H  0.789  0.029  7.671
H  -2.226  -1.264  -0.015
H  4.081  0.961  7.267
H  -2.311  3.308  -5.647
H  -3.847  0.952  0.746
H  4.231  -0.977  5.946
H  -0.255  1.006  5.590
H  -4.642  -3.476  1.473
H  -0.104  -2.940  -1.868
H  -1.681  -0.225  2.362
H  -1.285  1.330  2.733
H  -2.968  1.137  -0.614
H  -0.733  -4.858  4.386
H  0.887  2.251  -4.290
H  -2.245  4.963  -5.102
H  0.894  -3.834  -0.715
H  -3.133  4.358  -2.887
H  0.445  0.074  -5.364
H  -4.424  -1.984  0.560
H  0.030  -5.675  3.030
H  -1.378  -1.850  5.522
H  1.839  0.271  -1.693
H  0.002  -3.397  -7.836
H  -0.081  -1.178  3.586
H  -2.379  -0.772  -5.302
H  -1.290  -2.206  -7.949
H  -4.214  3.768  -4.141
H  -2.721  -4.130  3.137
H  1.115  -1.811  5.452
H  2.762  -2.679  0.505
H  0.889  -4.385  3.855
H  3.504  -2.123  -0.989
H  0.970  -2.241  -5.779
H  -0.403  -0.421  -6.815
H  -1.683  -3.911  -7.831
H  0.455  -2.565  6.917
H  4.214  1.370  -1.143
H  3.066  -0.956  0.271
H  5.610  4.233  0.855
H  -1.812  0.507  4.954
H  1.196  -3.038  1.818
H  4.020  5.018  0.857
H  -0.024  4.361  -4.829
H  5.164  2.720  -1.805
H  -0.780  -4.021  -5.521
H  2.201  -1.061  -2.782
H  -2.031  -2.825  -5.606
H  -2.177  3.744  -1.245
H  -4.175  3.218  -0.085
H  0.514  -0.574  -2.499
H  2.498  1.578  7.393
H  -0.618  4.013  -3.222
H  -3.153  2.639  -3.310
H  4.976  4.958  -0.634
H  -1.355  -0.832  6.942
H  -2.001  4.643  0.281
H  2.375  3.617  0.968
H  3.047  -2.181  6.147
H  -0.852  1.608  -2.550
H  -0.393  1.959  -5.464
H  -4.540  -1.943  2.323
H  0.021  -2.118  -4.309
H  1.574  -3.351  -2.269

=====

The following is a DFT calculation (ωB97M-V/def2-TZVPD) of a cluster of 2 separate species, C6H12N3OPS in total at a distorted geometry.

Computed properties:
spin multiplicity: 1
gap between HOMO and LUMO (alpha / beta): 6.595 / 6.600 eV
max |F|: 0.05773 Eh/bohr
total energy: -33052.3378 eV
relative energy (zero: lowest compared OMol25 entry of this formula, charge and spin): 0.0 kcal per mole

Cartesian coordinates (Å):
S  -2.134  -0.028  1.281
P  4.203  1.821  0.231
O  3.543  1.953  -1.236
N  1.344  0.494  2.892
N  -0.502  0.330  1.708
N  0.382  0.976  0.922
C  2.391  2.623  -1.685
C  -1.717  -0.472  -0.467
C  -2.880  -2.662  -0.691
C  0.098  0.107  2.917
C  -1.631  -1.918  -0.746
C  1.471  1.003  1.593
H  1.510  1.998  -1.930
H  -3.627  -2.257  -1.357
H  2.694  3.381  -2.365
H  -0.426  -0.468  3.776
H  -2.737  -3.751  -0.864
H  4.715  0.546  0.064
H  2.060  3.027  -0.742
H  -3.270  -2.467  0.281
H  -0.675  -0.033  -0.690
H  -2.454  0.066  -1.027
H  -1.390  -1.815  -1.846
H  -0.968  -2.454  -0.017

=====

The following is a DFT calculation (ωB97M-V/def2-TZVPD) of a cluster of 4 separate species, CH11N3O3 in total.

Computed properties:
spin multiplicity: 2
gap between HOMO and LUMO (alpha / beta): 2.555 / 9.472 eV
max |F|: 0.01525 Eh/bohr
total energy: -11827.2461 eV
charge: -1
relative energy (zero: lowest compared OMol25 entry of this formula, charge and spin): 20.7 kcal per mole

Cartesian coordinates (Å):
O  -0.174  -1.994  -0.812
O  2.261  -1.776  0.619
O  1.423  -0.559  -2.927
N  -0.159  0.816  0.233
N  -2.139  2.162  0.222
N  -1.266  1.165  2.178
C  -1.107  1.395  0.822
H  -2.024  3.149  0.114
H  2.233  -1.076  -2.972
H  -2.969  1.683  -0.065
H  -0.454  0.738  2.601
H  -0.351  -2.944  -0.815
H  3.099  -1.427  0.256
H  -1.785  1.816  2.751
H  -0.186  0.770  -0.777
H  0.933  -0.830  -2.136
H  0.756  -2.006  -0.494
H  1.908  -1.082  1.203